{
  "formula": "C32H46Br8F18O12",
  "method": "ωB97M-V/def2-TZVPD",
  "charge": 0,
  "smiles": "CCOC(=O)C(F)(F)F.CCOC(=O)C(F)(F)F.CCOC(=O)C(F)(F)F.CCOC(=O)C(F)(F)F.CCOC(=O)C(F)(F)F.CCOC(=O)C(F)(F)F.BrCCBr.BrCCBr.BrCCBr.BrCCBr",
  "fmax_ev_per_a": 3.4,
  "orbital_gap_ev": 10.01,
  "symbols": ["H", "C", "F", "H", "O", "H", "F", "H", "H", "F", "H", "Br", "F", "H", "H", "H", "O", "H", "H", "H", "H", "F", "C", "C", "H", "H", "O", "H", "H", "C", "C", "C", "C", "Br", "H", "C", "Br", "C", "H", "O", "H", "C", "O", "C", "C", "H", "C", "F", "C", "C", "H", "C", "O", "H", "C", "H", "H", "O", "C", "Br", "F", "H", "F", "F", "F", "F", "C", "H", "H", "H", "C", "H", "F", "H", "C", "O", "H", "H", "H", "H", "C", "C", "H", "H", "Br", "C", "F", "O", "C", "H", "C", "F", "H", "H", "C", "O", "H", "C", "C", "F", "H", "H", "F", "H", "O", "H", "C", "Br", "F", "Br", "H", "Br", "F", "C", "C", "O"],
  "coordinates": [[-20.155, -12.612, -5.210], [-24.779, -6.281, -5.550], [-19.737, -7.927, -4.340], [-20.087, -10.040, -0.242], [-16.141, -10.183, -9.600], [-20.675, -13.006, -6.894], [-29.838, -7.931, -3.429], [-18.416, -10.216, -1.091], [-20.056, -6.544, -11.072], [-25.361, -11.395, -7.855], [-25.664, -13.766, -12.740], [-16.897, -6.772, -11.213], [-15.227, -12.095, -12.313], [-21.915, -8.625, -10.267], [-27.000, -6.791, -9.432], [-24.919, -6.704, -12.957], [-25.835, -12.924, -10.919], [-27.189, -5.635, -12.395], [-17.532, -8.893, -6.817], [-21.442, -8.324, -14.385], [-19.250, -7.650, -10.021], [-24.776, -5.217, -4.799], [-27.754, -6.511, -8.681], [-15.727, -11.277, -10.147], [-19.940, -15.112, -4.689], [-17.986, -8.519, -8.420], [-21.891, -9.313, -2.101], [-26.698, -4.996, -13.844], [-27.224, -8.057, -7.238], [-25.014, -7.577, -4.735], [-25.079, -12.535, -9.970], [-21.615, -9.345, -14.637], [-20.913, -8.647, -4.254], [-18.319, -13.356, -6.615], [-21.031, -11.522, -1.663], [-21.651, -4.632, -13.591], [-20.496, -9.856, -8.634], [-15.060, -11.051, -11.516], [-16.034, -10.769, -7.596], [-25.003, -8.589, -5.581], [-23.526, -9.714, -7.853], [-18.162, -5.795, -10.143], [-25.211, -7.599, -3.569], [-16.715, -10.207, -8.237], [-28.040, -7.696, -7.808], [-19.524, -12.112, -2.330], [-19.349, -10.707, -0.709], [-27.026, -12.698, -8.628], [-25.385, -12.814, -12.314], [-29.126, -8.083, -5.727], [-17.680, -10.734, -8.222], [-19.430, -6.574, -10.158], [-22.478, -6.643, -12.524], [-25.463, -9.805, -4.080], [-25.974, -11.596, -12.998], [-22.237, -9.835, -12.639], [-23.253, -10.593, -5.940], [-28.397, -8.982, -5.453], [-26.398, -5.015, -12.783], [-19.787, -9.730, -12.682], [-30.288, -6.313, -4.734], [-24.143, -11.667, -4.842], [-25.212, -13.529, -7.849], [-20.446, -5.163, -13.460], [-21.732, -3.511, -12.836], [-31.351, -8.162, -5.009], [-23.850, -10.677, -5.044], [-22.945, -8.057, -8.042], [-16.381, -7.919, -7.830], [-24.958, -5.932, -11.455], [-22.751, -5.558, -13.008], [-17.863, -5.523, -9.172], [-21.844, -7.778, -4.393], [-18.371, -4.911, -10.743], [-20.093, -13.353, -6.020], [-23.945, -12.098, -10.041], [-25.825, -10.666, -12.412], [-24.315, -12.690, -12.217], [-28.488, -8.536, -8.337], [-23.227, -10.345, -4.188], [-25.708, -12.534, -8.557], [-30.211, -7.601, -4.733], [-20.995, -9.669, -15.465], [-27.046, -11.649, -13.229], [-24.800, -8.415, -9.627], [-25.150, -9.944, -5.081], [-15.481, -9.963, -12.143], [-20.041, -10.358, -2.992], [-23.281, -8.922, -8.570], [-22.480, -10.334, -9.979], [-22.177, -9.383, -9.506], [-21.784, -4.330, -14.871], [-20.667, -15.466, -6.186], [-21.512, -11.216, -13.665], [-20.536, -14.696, -5.420], [-15.916, -12.363, -9.638], [-27.328, -5.661, -8.218], [-21.026, -9.471, -2.913], [-20.010, -11.275, -1.866], [-23.583, -6.242, -6.210], [-19.068, -11.481, -0.016], [-25.920, -10.434, -5.669], [-20.947, -9.436, -5.301], [-25.380, -11.571, -13.901], [-29.073, -7.320, -6.782], [-26.491, -4.064, -12.345], [-17.105, -8.767, -7.816], [-20.581, -6.193, -8.685], [-25.697, -6.119, -6.551], [-23.426, -9.363, -15.384], [-28.664, -6.234, -9.214], [-22.217, -14.333, -4.473], [-13.728, -11.019, -11.219], [-21.535, -10.149, -13.410], [-25.075, -5.701, -12.514], [-23.909, -4.966, -13.078]]
}

{
  "formula": "C18H23N5OS",
  "method": "ωB97M-V/def2-TZVPD",
  "charge": 0,
  "de_lowest_kj_mol": 257.8,
  "smiles": "N#Cc1n[nH]/c(=N\\C[C@@H]2CC[C@@H](NC(=O)C#CC3CCCCC3)C2)s1",
  "fmax_ev_per_a": 0.1,
  "orbital_gap_ev": 8.96,
  "symbols": ["C", "N", "C", "H", "N", "S", "H", "C", "H", "H", "H", "N", "C", "H", "H", "O", "N", "H", "H", "C", "N", "H", "C", "H", "C", "C", "H", "H", "H", "C", "H", "H", "C", "H", "C", "C", "H", "C", "H", "H", "C", "C", "H", "C", "C", "C", "H", "H"],
  "coordinates": [[1.968, 1.014, 0.385], [-3.625, 0.395, -0.507], [8.667, 3.006, -1.041], [10.610, 6.006, -2.707], [-2.474, 0.223, 0.169], [-2.946, 2.702, 0.447], [10.243, 3.621, -3.258], [5.677, 0.818, 0.768], [10.455, 5.861, -0.215], [3.380, 0.305, 1.866], [8.200, 4.843, -0.024], [4.436, 1.025, 0.257], [0.888, -0.082, 0.528], [3.170, -1.113, -0.810], [9.537, 2.346, -1.139], [5.900, 0.050, 1.683], [-6.125, 2.505, -1.587], [1.665, -1.669, 1.789], [1.747, 1.894, 0.990], [3.092, -1.102, 0.281], [-0.847, 1.401, 1.494], [2.036, 1.344, -0.656], [10.193, 5.003, -0.837], [4.335, 1.663, -0.515], [9.377, 4.273, -3.102], [8.258, 3.472, -2.446], [11.091, 4.379, -0.905], [7.360, 4.092, -2.356], [7.989, 2.607, -3.055], [-5.179, 2.084, -1.092], [9.059, 4.613, -4.090], [-2.088, -0.704, 0.191], [3.279, 0.332, 0.778], [0.302, -0.130, -0.394], [6.723, 1.606, 0.121], [-3.988, 1.624, -0.451], [3.837, -1.785, 0.686], [-1.892, 1.320, 0.798], [0.526, 0.322, 2.602], [1.213, -2.241, 0.190], [9.077, 4.204, -0.171], [7.601, 2.236, -0.402], [8.950, 6.159, -2.158], [1.664, -1.405, 0.726], [-0.064, 0.191, 1.692], [9.791, 5.460, -2.236], [-0.700, -0.690, 1.866], [9.384, 3.853, 0.815]]
}

{
  "formula": "C4H11N3O2",
  "method": "ωB97M-V/def2-TZVPD",
  "charge": 0,
  "de_lowest_kj_mol": 150.0,
  "smiles": "[H]/N=C(\\N)NC.CC(=O)O",
  "fmax_ev_per_a": 4.3,
  "orbital_gap_ev": 9.60,
  "symbols": ["H", "H", "H", "C", "C", "H", "C", "H", "H", "H", "N", "C", "O", "H", "H", "O", "H", "N", "N", "H"],
  "coordinates": [[-2.794, -0.325, -0.277], [-3.513, 0.080, -1.841], [0.257, -1.102, -2.314], [0.829, -0.152, 1.479], [2.018, 1.199, -0.172], [3.034, 1.593, -0.273], [-2.709, -0.498, -1.368], [-0.606, -1.351, 0.852], [1.978, 0.386, -0.917], [1.286, 1.868, -0.667], [1.749, 0.864, 1.193], [-1.483, -0.125, -1.993], [-1.184, 0.894, -2.546], [0.110, -0.602, 3.343], [1.936, 1.531, 1.915], [-0.547, -1.132, -1.796], [1.782, -0.567, 3.391], [-0.032, -0.549, 0.647], [0.962, -0.493, 2.820], [-3.071, -1.520, -1.475]]
}

{
  "formula": "C44H58N7O2PS2SbV",
  "method": "ωB97M-V/def2-TZVPD",
  "s_squared": 0.756,
  "charge": 1,
  "de_lowest_kj_mol": 30.9,
  "fmax_ev_per_a": 0.7,
  "multiplicity": 2,
  "orbital_gap_ev": [7.25, 6.71],
  "symbols": ["H", "H", "H", "H", "H", "H", "C", "H", "C", "O", "C", "O", "C", "C", "C", "C", "H", "H", "H", "N", "H", "H", "S", "H", "H", "H", "C", "H", "C", "H", "H", "H", "H", "C", "H", "H", "N", "H", "C", "N", "H", "H", "H", "C", "H", "H", "C", "H", "H", "N", "H", "H", "C", "C", "H", "N", "C", "C", "H", "C", "C", "C", "V", "C", "C", "H", "C", "H", "N", "H", "C", "H", "H", "H", "P", "H", "C", "Sb", "H", "H", "C", "C", "H", "C", "H", "H", "H", "H", "H", "C", "C", "C", "C", "H", "C", "H", "C", "C", "H", "C", "H", "C", "H", "C", "H", "C", "C", "N", "C", "C", "S", "H", "H", "C", "H", "C"],
  "coordinates": [[2.290, 0.262, -7.352], [-0.297, 0.860, 1.618], [-2.005, -3.882, -0.315], [-3.272, 3.634, -1.465], [-2.636, 3.705, 0.191], [-0.456, -2.146, -3.372], [2.956, 0.338, -0.544], [-1.101, -0.501, -3.457], [3.243, 1.887, 3.673], [-0.455, 4.888, 2.185], [2.619, -4.038, -1.522], [0.810, 3.550, 0.509], [-2.464, -3.076, 0.264], [3.082, -2.718, -1.561], [2.181, 0.018, -6.303], [3.627, -0.184, 0.569], [-2.181, -3.984, 2.208], [-4.307, 2.867, 5.216], [5.060, 1.701, 5.518], [-2.237, -1.756, -0.352], [-3.452, -3.007, 3.764], [-1.268, -1.680, -0.669], [-2.366, 3.607, 3.876], [0.132, -0.559, -6.505], [-1.171, -1.551, -4.866], [6.419, -3.312, -1.788], [-3.249, 3.129, -0.499], [-4.812, -2.804, 1.764], [-3.643, 2.575, 4.421], [5.252, 2.583, 1.622], [1.775, 1.696, -2.584], [-0.784, -3.132, 1.570], [0.303, -0.260, 0.618], [-3.676, 1.445, 3.697], [0.696, -3.927, -0.550], [5.602, -5.651, -1.708], [-0.340, -0.145, 1.387], [-1.435, -0.686, 3.981], [0.121, -0.972, 2.526], [4.268, 2.236, 5.829], [0.775, -0.406, 3.193], [0.751, 4.746, 4.394], [-5.564, -1.858, 3.025], [1.877, -0.612, -3.613], [-2.098, 1.786, -3.632], [0.607, -3.992, -2.311], [3.101, -0.162, -4.101], [-4.264, 3.073, -0.103], [-3.343, 1.045, -5.596], [-2.718, 1.330, 2.701], [2.244, 1.696, 1.791], [-4.397, 0.658, 3.860], [2.289, 2.390, -1.922], [1.371, 3.236, 3.011], [4.472, 2.904, 6.551], [-4.586, -0.746, 1.463], [2.410, 3.609, 5.140], [0.965, -0.440, -5.823], [-6.233, -0.854, -3.077], [-4.864, 0.036, -4.469], [-0.901, 1.807, -1.390], [1.151, -4.368, -1.441], [-2.477, -0.175, 1.146], [-3.000, 1.205, -3.491], [-3.704, 0.785, -4.610], [-0.766, -2.324, 3.978], [4.449, 0.606, 1.352], [4.819, -1.457, -1.679], [-2.201, -1.870, 2.456], [0.998, -5.446, -1.399], [4.903, -4.827, -1.667], [-4.906, 0.101, 1.926], [4.973, 0.177, 2.196], [1.546, 3.047, -1.463], [-2.554, 1.445, -0.694], [4.017, 3.533, -0.279], [3.073, 1.697, -0.839], [1.695, -1.081, -1.538], [-2.810, -1.641, -1.185], [2.942, 3.012, -2.536], [-1.868, -3.084, 1.668], [-4.610, 0.139, -2.085], [-3.432, -1.265, 4.004], [4.605, 1.949, 1.029], [2.466, 4.155, 6.074], [-0.543, 0.933, -1.942], [0.717, -1.800, 2.138], [-0.217, 2.033, -0.576], [-0.901, 2.672, -2.055], [2.281, 2.216, 2.742], [3.324, 2.583, 4.887], [3.259, 0.154, -5.441], [4.449, -2.475, -1.657], [-4.990, -0.096, -1.098], [-3.437, -2.042, 3.242], [-5.227, -0.886, 0.690], [-5.322, -0.284, -3.200], [-4.685, -1.915, 2.378], [4.215, 0.504, -5.808], [1.444, 3.937, 4.207], [-3.535, -3.266, 0.277], [3.543, -5.078, -1.573], [3.942, -0.044, -3.426], [-1.069, -1.488, 3.338], [-5.412, -0.288, -5.343], [3.918, 2.479, -0.047], [-3.438, 0.883, -2.206], [-0.886, 2.432, 1.851], [0.792, -0.764, -4.479], [5.360, -3.520, -1.712], [0.177, 3.652, 1.797], [3.189, -6.102, -1.544], [3.952, 1.095, 3.462], [-1.913, 2.407, 2.688], [3.535, -1.238, 0.812], [-0.553, -1.268, -4.015]]
}